No. 1
26
Properties=species:S:1:pos:R:3:forces:R:3 method="wB97M-V/def2-TZVPD" lumo_ev=-3.235 de_lowest_kcal_mol=62.01 e_homo_ev=-13.743 charge=+1
H 3.476 0.507 -0.378 0.1 0.2 -1.3
C -0.545 2.192 1.154 -0.5 1.1 -0.2
C -3.108 -0.418 -0.453 -1.2 0.5 0.9
H -2.458 -2.454 1.247 1.3 -0.5 -0.7
H -3.822 -0.917 -1.120 0.8 0.0 -0.5
H 4.432 2.240 -0.202 0.3 -0.8 0.0
H -3.799 -0.353 0.452 1.5 0.2 -0.5
C -1.743 -1.111 -0.270 -1.7 0.6 -0.7
H -1.216 3.125 1.076 1.1 -1.6 0.0
H -2.625 -3.068 -0.367 -0.2 0.3 -0.4
O -1.146 1.186 0.245 1.1 1.2 1.2
C -0.903 -0.127 0.573 0.3 -1.1 0.2
N 0.525 -0.432 0.406 -3.6 -0.5 1.6
N 2.529 -0.311 -0.830 1.5 -0.1 -1.1
H -1.051 -0.430 1.604 -0.5 0.7 0.6
H -0.982 -3.161 0.124 -1.1 0.9 1.1
H 4.542 1.481 -1.714 0.2 -0.9 3.4
H 0.533 2.530 0.872 -1.8 -1.0 0.3
H -2.820 0.589 -0.787 -1.1 -0.3 -0.1
H -1.395 -1.151 -1.295 0.7 0.1 -0.2
N 4.524 1.289 -0.600 -0.5 0.8 -2.3
C 1.378 -0.419 -0.348 3.2 0.1 -1.1
H 2.827 -0.926 -1.598 -0.4 0.4 0.6
H -0.606 1.848 2.222 0.2 0.1 -1.0
C -1.920 -2.520 0.251 0.5 -0.6 0.6
H 5.372 0.809 -0.265 -0.3 0.6 -0.4



No. 2
10
Properties=species:S:1:pos:R:3:forces:R:3 method="wB97M-V/def2-TZVPD" lumo_ev=4.756 de_lowest_kcal_mol=0.57 e_homo_ev=-3.243 charge=-1
H 1.681 0.067 0.690 0.1 -0.3 0.0
O -0.835 -0.233 0.393 -0.3 -0.1 0.3
N 1.438 -0.928 0.629 -0.2 0.5 0.0
H -1.379 1.048 -0.278 0.3 -0.1 -0.3
H 0.459 -0.452 -1.172 0.2 -0.1 0.1
H 1.079 -1.094 1.572 0.1 -0.2 -0.1
H -0.043 -1.968 -0.415 -0.1 -0.1 0.2
H -0.984 2.547 -0.429 0.3 0.3 0.2
C 0.171 -0.900 -0.189 0.1 0.3 -0.3
O -1.588 1.913 -0.802 -0.4 -0.3 0.0



No. 3
135
Properties=species:S:1:pos:R:3:forces:R:3 method="wB97M-V/def2-TZVPD" lumo_ev=0.052 smiles="COCCCCCCCC[C@@H](OC(=O)P(O)O)P(=O)(O)O.FC(F)C(F)(F)COC(F)(F)C(F)F.FC(F)C(F)(F)COC(F)(F)C(F)F.FC(F)C(F)(F)COC(F)(F)C(F)F.FC(F)C(F)(F)COC(F)(F)C(F)F.FC(F)C(F)(F)COC(F)(F)C(F)F" e_homo_ev=-9.394
C 0.650 0.177 -0.936 -0.6 -0.1 0.4
P 4.499 3.349 -0.893 0.7 1.2 -0.6
H -2.447 -0.468 11.128 0.0 -0.2 0.0
H 7.890 -1.300 4.620 -0.2 0.0 0.0
C 1.055 1.841 -5.922 -0.5 0.2 0.5
C -4.330 -6.335 -3.807 0.0 -0.1 0.2
C 1.866 -5.047 -4.326 -0.2 -0.1 -0.1
H 1.429 0.505 -1.636 0.0 0.0 0.1
O 5.044 4.947 -4.852 0.0 -0.1 -0.1
F -4.091 -3.874 12.530 0.0 0.0 0.0
H -0.449 3.438 -0.881 0.1 -0.1 0.0
C 6.592 0.160 2.765 0.2 -0.3 0.0
C 0.731 -3.980 -2.518 -0.4 0.1 0.2
H -1.206 -3.054 -2.531 0.0 0.1 -0.2
C -0.379 -0.684 -1.694 0.2 0.0 -0.3
H -2.420 1.659 5.666 0.0 0.0 0.0
F -1.931 -5.524 -8.307 0.0 0.0 -0.1
C 5.862 -0.829 6.432 0.0 -0.1 0.2
H 1.727 -3.552 -2.346 0.0 -0.1 -0.2
H 1.450 4.420 -0.204 0.3 -0.1 0.2
F -2.766 -3.562 10.822 0.0 0.0 -0.1
C -4.160 -1.760 11.523 -0.2 0.0 -0.4
F -0.055 4.217 -8.123 0.0 -0.1 0.0
F -3.222 -4.250 -3.915 -0.1 0.0 0.0
F 6.667 1.368 6.099 0.0 -0.1 0.0
H 2.129 -6.075 -4.592 -0.1 0.1 0.0
H 0.448 1.498 0.762 -0.3 0.0 0.0
F 1.135 1.919 -7.262 0.0 0.0 -0.2
C -0.941 3.528 -5.713 0.0 0.6 0.3
H -1.019 -5.793 -4.487 0.0 0.0 0.0
F 5.302 -0.389 7.580 0.0 0.0 0.0
H -1.057 1.309 -0.124 0.1 -0.1 -0.1
H -2.748 4.081 4.654 0.0 -0.2 -0.1
H -4.162 -1.737 7.021 0.0 0.0 0.0
F -2.867 1.073 3.813 -0.1 0.1 -0.1
C 7.856 -0.228 4.821 0.5 -0.3 -0.1
F -4.069 -3.119 8.458 0.1 0.0 0.1
H -2.796 2.695 -9.158 0.0 0.0 0.0
F -1.665 -1.661 9.185 -0.1 -0.1 0.0
F 1.386 0.573 -5.559 0.1 -0.2 0.0
F -0.287 2.046 -4.057 0.1 0.0 0.0
F -2.265 -0.230 7.667 0.2 0.1 0.0
C -0.249 -2.910 -3.039 0.2 0.1 -0.3
C -0.360 2.136 -5.424 -0.3 -0.1 -0.5
H 4.472 1.189 -0.966 0.2 -0.1 -0.1
F 7.146 0.126 1.534 0.0 0.0 -0.1
H 2.583 2.595 -2.259 0.3 -0.1 0.1
C -2.999 -5.580 -3.872 0.1 0.4 -0.3
H -1.580 3.734 -4.856 0.0 0.0 0.0
H -2.502 -2.672 12.588 0.0 0.0 0.0
C -3.479 -0.590 10.796 0.3 0.5 0.2
C 1.673 3.386 -0.480 -0.2 -0.2 -0.4
H -0.408 -3.111 -4.104 -0.1 -0.1 0.1
O 2.126 5.339 -4.307 0.1 0.1 0.1
C 5.481 1.213 2.694 0.0 0.4 0.2
C 0.372 2.721 -0.982 -0.3 0.1 0.3
F -4.595 -1.251 12.713 0.1 0.0 0.1
H 8.874 0.071 5.070 0.0 0.0 0.0
F -5.041 -6.187 -4.940 0.0 0.1 -0.1
C 0.023 1.409 -0.245 0.7 0.3 0.0
C -3.345 3.827 2.041 0.1 0.3 0.3
C 7.053 0.075 6.095 -0.1 0.4 -0.2
C -3.286 1.409 5.048 0.2 -0.1 0.2
H 3.893 2.536 -6.100 -0.2 -0.1 -0.1
C -1.986 -5.972 -4.958 0.5 -0.4 0.0
O -1.931 -5.194 -6.144 -0.5 0.4 0.1
O -3.589 -0.512 9.387 -0.3 -0.5 -0.1
O 0.813 -5.107 -3.380 0.4 -0.1 0.3
F 4.932 1.440 3.897 0.0 -0.1 0.0
F -5.246 -2.161 10.832 0.1 0.0 0.0
C -2.731 -1.157 8.537 0.1 0.3 0.3
P 4.239 3.645 -4.293 0.4 0.0 0.1
F -3.903 0.333 5.587 -0.1 0.0 -0.1
C -3.804 3.916 4.440 0.2 0.5 0.2
F -2.507 -2.862 6.944 0.0 0.0 0.0
F -3.411 -6.583 -7.122 -0.1 0.1 0.0
F -5.422 2.190 4.404 0.1 0.0 0.0
F -2.165 3.316 2.442 0.0 -0.1 0.0
H 4.130 2.599 1.105 -0.1 0.2 0.0
H -3.093 -3.363 -7.786 0.0 0.0 0.0
H -4.355 4.661 5.012 0.0 0.0 0.0
O 4.427 3.431 0.707 -0.2 -0.5 -0.1
C 2.760 3.419 -1.560 0.3 0.3 0.5
O 5.079 1.893 -1.243 -0.6 0.0 0.4
C -3.439 -2.217 7.682 -0.1 0.0 -0.1
C -1.364 3.919 -8.091 0.0 0.2 0.3
H -2.035 -7.039 -5.178 -0.2 0.0 0.0
H 1.113 -0.458 -0.170 0.2 0.0 -0.2
F -4.541 1.788 1.762 0.1 0.0 0.1
O -4.120 4.227 3.094 -0.2 -0.6 -0.1
H 0.129 -0.903 -3.812 -0.1 0.0 0.1
H 6.192 -1.861 6.575 0.0 0.0 0.0
C 2.821 4.680 -3.591 -0.3 0.1 -0.2
H 5.877 2.152 2.302 0.1 -0.1 0.0
H 0.483 2.522 -2.048 -0.2 0.0 0.0
F -3.070 4.928 1.305 0.1 0.0 0.0
H 5.769 4.631 -5.407 0.2 0.3 0.2
C -4.281 2.573 5.014 -0.3 0.0 -0.4
C -1.712 2.776 -9.055 -0.1 0.0 -0.1
H 1.329 -1.496 -2.697 -0.1 0.0 -0.1
F -1.220 1.602 -8.615 0.1 0.0 0.0
H -4.020 0.290 11.144 0.0 0.0 0.0
H -1.192 -0.038 -2.045 0.0 -0.1 0.0
F 7.926 -0.097 7.130 0.0 -0.1 0.0
F 6.095 -1.067 3.014 -0.1 0.0 0.0
F 4.923 -0.790 5.467 0.0 0.0 -0.1
F -4.579 2.816 6.324 0.1 0.0 0.1
C -3.302 -2.971 11.905 0.0 -0.1 0.2
H -0.816 -1.418 -1.010 -0.1 0.2 0.1
H -4.928 3.377 0.628 0.0 0.0 0.0
H -4.157 -7.399 -3.624 0.0 0.0 0.0
F -4.432 -3.955 -6.434 0.0 -0.1 0.0
F -1.163 3.044 -10.261 0.0 0.0 0.0
O 7.570 0.515 3.648 -0.5 0.3 0.2
H 1.551 -4.511 -5.230 0.1 0.0 0.1
C -3.677 -4.243 -7.509 0.0 0.1 -0.1
H 2.059 2.868 0.400 -0.2 0.0 0.0
F -2.381 -5.853 -2.685 0.0 -0.1 0.1
C -2.737 -5.423 -7.224 0.3 -0.2 0.2
H 1.776 2.530 -5.476 -0.7 -0.3 -0.2
H 2.759 -4.568 -3.911 -0.1 0.0 0.0
O 2.607 4.670 -2.258 -0.3 -0.2 0.0
O 3.368 3.191 -5.623 1.0 0.4 0.0
F -5.061 -5.832 -2.785 0.0 0.0 0.0
F -3.216 2.451 0.152 0.0 0.0 -0.1
H 0.384 -4.355 -1.549 0.1 -0.1 -0.2
F -2.034 5.003 -8.548 0.0 0.1 -0.1
O -1.812 3.677 -6.820 0.1 -0.6 -0.2
O 5.323 4.444 -1.423 -0.3 -0.6 0.1
F 4.481 0.777 1.863 0.1 0.0 -0.1
C -4.086 2.867 1.101 -0.1 0.0 -0.1
F -1.219 1.178 -5.834 0.0 -0.1 0.0
F -4.497 -4.581 -8.530 0.0 0.0 0.0
H -0.158 4.290 -5.704 0.1 -0.1 -0.1
C 0.245 -1.457 -2.877 0.2 -0.2 0.4



No. 4
16
Properties=species:S:1:pos:R:3:forces:R:3 method="wB97M-V/def2-TZVPD" spin_multiplicity=2 lumo_ev="4.271 / 4.474" de_lowest_kcal_mol=9.58 e_homo_ev="1.583 / -7.737" charge=-1
C 0.081 0.652 -1.861 0.6 -0.2 -0.6
H -0.635 -0.378 3.764 -0.2 -0.1 0.0
H 0.842 -1.330 -2.401 -0.1 0.0 -0.2
H 0.870 -0.158 -3.759 -0.1 -0.1 0.0
H 0.511 1.654 -1.920 -0.3 0.1 0.1
H -0.414 -1.600 1.812 0.9 0.0 -0.5
C 0.987 -0.285 -2.682 0.1 0.3 0.4
H -0.943 0.646 -2.239 0.0 0.1 0.2
H -1.175 1.066 2.959 0.4 0.3 -0.1
H 2.023 -0.036 -2.438 0.1 -0.1 -0.1
H 0.579 0.550 2.997 -0.1 0.5 -0.1
C -0.462 0.244 2.882 -0.1 -0.5 0.1
H -0.034 -0.112 0.803 0.0 -0.2 -0.3
C -0.633 -0.556 1.577 -0.9 -0.6 1.7
H -1.693 -0.697 1.334 0.0 0.7 -0.4
H 0.096 0.341 -0.830 -0.2 0.0 -0.2



No. 5
21
Properties=species:S:1:pos:R:3:forces:R:3 method="wB97M-V/def2-TZVPD" lumo_ev=0.584 smiles="C=N/C=C/C.O.O.O" de_lowest_kcal_mol=57.36 e_homo_ev=-8.977
O 1.921 0.003 -2.063 1.4 0.7 0.3
H -2.442 -1.647 0.501 0.3 0.2 -0.3
H -2.212 -2.043 2.137 0.0 0.4 0.4
N 1.537 -0.855 0.499 0.1 -0.1 -0.1
H 0.224 -2.451 0.653 -0.2 -0.1 0.1
H -2.813 -0.406 1.627 0.1 -0.2 0.3
C 0.322 -1.410 0.933 0.3 0.2 -0.3
C -0.699 -0.677 1.347 -0.8 -0.3 -0.2
H 1.557 2.243 -1.525 -0.3 -0.2 -0.1
O -2.325 0.702 -1.006 0.5 0.2 -0.3
O 0.707 2.610 -1.239 -0.3 0.3 -0.2
C 2.216 -0.071 1.211 0.3 0.0 0.1
H 3.105 0.389 0.785 -0.1 0.0 0.0
H 1.615 -0.557 -1.312 -0.5 0.2 -0.8
H 1.446 0.120 -2.881 -0.7 -0.7 0.3
H -0.610 0.388 1.485 0.4 0.2 0.0
H -1.426 1.062 -0.933 -0.1 0.0 0.2
H 1.968 0.141 2.249 -0.1 0.1 0.1
C -2.099 -1.207 1.437 -0.4 -0.5 0.0
H 0.376 3.171 -1.959 0.4 -0.3 0.3
H -2.366 0.495 -1.946 -0.3 -0.1 0.0



No. 6
16
Properties=species:S:1:pos:R:3:forces:R:3 method="wB97M-V/def2-TZVPD" lumo_ev=0.828 smiles="C[C@@H](CO)NC=O" de_lowest_kcal_mol=29.10 e_homo_ev=-9.729
C -0.237 0.518 0.310 -0.1 -0.1 0.1
H 2.964 -0.273 -0.575 0.1 0.2 -0.1
H 0.222 -2.355 1.441 -0.1 0.1 0.0
H -0.174 0.893 1.335 0.0 0.1 -0.1
H -2.177 1.452 0.153 0.3 -0.1 -0.1
O -0.156 -1.489 1.623 0.2 -0.2 0.2
H -1.778 -1.033 0.426 0.2 0.4 0.1
O 1.470 -1.427 -1.267 0.3 0.5 0.2
H -0.291 -1.455 -0.445 -0.4 -0.2 0.1
H -1.556 0.844 -1.395 0.1 0.1 0.1
N 1.154 0.627 -0.228 -0.3 -0.3 0.3
H 1.718 1.366 0.188 -0.3 -0.4 -0.1
C -1.270 1.332 -0.457 0.1 0.1 -0.1
H -0.873 2.320 -0.687 -0.1 0.1 -0.1
C -0.682 -0.938 0.428 -0.1 0.0 -0.2
C 1.883 -0.421 -0.717 0.0 0.0 -0.2



Computed values of M (unit: g/mol) for the preceding records, in sequence: 146.21; 64.06; 1506.60; 60.14; 123.15; 103.12.